[1]
Formula: C6H10O
Source: OMol25
Level of theory: ωB97M-V/def2-TZVPD

LUMO   0.690 eV
DFT total energy   -8429.67366 eV
Energy relative to the best compared isomer or geometry (same formula, charge and spin)   1.5667 eV
HOMO energy   -8.96 eV

The geometry in XYZ format:
```
17
Properties=species:S:1:pos:R:3:forces:R:3:lowdin_charge:R:1
C 0.80874 -1.58622 1.84634 0.047 -0.076 -0.051 -0.054
C -0.40807 -1.05242 1.14045 -0.168 -0.243 -0.132 -0.353
C 1.28724 1.05586 -0.44224 -0.105 0.003 -0.127 -0.016
C 0.61373 0.70992 -1.54231 0.127 0.042 0.123 -0.181
C -0.84459 0.74057 -1.76075 -0.157 0.073 0.091 -0.190
C -1.78156 1.20155 -0.93193 0.139 -0.011 -0.106 0.001
O -1.06541 -1.68802 0.35337 0.267 0.198 0.386 0.038
H 1.58369 -0.81946 1.94628 -0.148 -0.090 -0.031 0.069
H 1.19536 -2.45558 1.31082 -0.035 0.091 0.092 0.084
H 0.51117 -1.89359 2.85665 0.039 0.055 -0.102 0.084
H -0.70289 -0.01568 1.41477 -0.044 -0.169 -0.033 0.099
H 2.36824 0.95355 -0.39916 -0.165 0.059 -0.039 0.059
H 0.80242 1.45035 0.44859 0.029 -0.036 -0.172 0.054
H 1.18978 0.32882 -2.38449 -0.065 0.040 0.122 0.094
H -1.17191 0.29926 -2.70034 0.036 0.050 0.129 0.095
H -1.55185 1.65857 0.02854 0.027 -0.044 -0.166 0.055
H -2.83409 1.11254 -1.18460 0.176 0.058 0.017 0.061
```
Positions in Å, forces in eV/Å.

---

[2]
Formula: C27H39IN2O8
Source: OMol25
Level of theory: ωB97M-V/def2-TZVPD

LUMO   -0.268 eV
DFT total energy   -56094.48533 eV
HOMO energy   -9.15 eV

The geometry in XYZ format:
```
77
Properties=species:S:1:pos:R:3:forces:R:3:lowdin_charge:R:1
C 6.64681 -0.07641 1.08359 -0.132 -0.063 0.121 -0.084
C 5.21202 0.27952 1.50519 0.056 -0.351 -0.447 -0.396
C 4.34837 -0.99876 1.56304 -0.080 0.115 0.179 -0.061
C 4.60821 1.29899 0.50073 0.092 0.164 0.386 -0.108
C 3.86998 2.42681 1.17711 -0.019 -0.097 -0.169 -0.125
C 4.53515 3.28954 2.05024 -0.069 0.248 0.223 0.017
C 3.90783 4.35024 2.70659 0.277 -0.193 -0.022 -0.213
C 4.70073 5.21344 3.65367 -0.308 0.372 -0.065 -0.222
C 4.48091 4.93856 5.15177 0.383 -0.400 -0.024 -0.749
C 4.43784 3.44750 5.53019 -0.005 0.025 0.130 -0.145
I 2.76004 5.97527 5.92086 -0.036 0.053 0.004 0.834
C 2.54944 4.58793 2.49059 -0.140 0.080 -0.068 0.038
C 1.88508 3.73443 1.64528 0.073 -0.163 -0.102 -0.059
C 2.52293 2.68040 0.99694 -0.130 0.063 0.082 -0.022
C 1.49502 1.96022 0.18775 -0.188 0.062 -0.237 -0.328
O 1.63349 1.06112 -0.60816 -0.049 -0.141 0.286 0.110
N 0.26930 2.57634 0.47053 0.332 -0.055 0.243 0.035
C -1.01455 1.93979 0.24495 -0.151 0.289 -0.211 -0.121
C -1.58014 1.26542 1.50534 -0.493 -0.103 -0.161 -0.154
C -2.26323 -0.09177 1.21739 0.304 0.096 0.241 -0.187
C -1.75861 -1.24901 2.09573 -0.200 -0.323 -0.180 -0.276
N -2.83758 -2.21121 2.38633 0.205 -0.014 0.086 -0.004
C 0.43889 3.70472 1.27835 -0.039 0.060 -0.178 -0.351
O -0.42732 4.48929 1.56505 -0.070 -0.150 0.180 0.138
H 6.69404 -0.18885 -0.00212 0.033 -0.029 0.012 0.081
H 6.96365 -1.02683 1.51893 0.035 0.100 0.092 0.074
H 7.36022 0.69433 1.38199 -0.002 0.020 -0.085 0.074
H 5.24613 0.72483 2.50145 -0.046 0.057 -0.020 0.116
H 4.79970 -1.79683 0.97025 -0.061 0.035 -0.066 0.076
H 3.34171 -0.82806 1.17694 0.003 0.016 0.054 0.068
H 4.24435 -1.36956 2.58441 0.086 -0.038 -0.026 0.075
H 5.41650 1.74441 -0.08607 -0.048 -0.010 -0.043 0.123
H 3.92848 0.78400 -0.17506 0.148 0.051 -0.128 0.102
H 5.59235 3.13092 2.24479 -0.015 -0.029 -0.069 0.130
H 4.44851 6.25851 3.45540 0.135 -0.012 0.031 0.101
H 5.76959 5.11130 3.44562 -0.034 -0.152 0.023 0.119
H 5.30797 5.40412 5.68273 -0.161 0.153 0.022 0.060
H 5.25189 3.20334 6.21536 -0.030 0.038 -0.031 0.076
H 3.50840 3.17749 6.02813 0.029 -0.033 -0.066 0.045
H 4.53619 2.80899 4.65267 -0.006 0.028 -0.016 0.060
H 2.03024 5.40815 2.96904 0.015 -0.015 0.003 0.092
H -0.88362 1.22752 -0.56984 0.158 -0.024 0.096 0.109
H -1.70960 2.70283 -0.11037 0.060 -0.011 -0.012 0.129
H -0.80560 1.15064 2.26686 0.144 -0.034 -0.142 0.111
H -2.32815 1.93801 1.93067 0.172 0.016 0.145 0.111
H -3.33992 -0.03104 1.37500 0.027 0.052 -0.124 0.104
H -2.07871 -0.35535 0.17274 -0.251 -0.069 -0.037 0.084
H -0.95258 -1.76644 1.56814 0.124 0.109 0.105 0.107
H -1.33764 -0.86879 3.02897 -0.058 0.093 -0.003 0.102
H -2.64139 -3.11755 1.98251 -0.067 0.031 -0.111 0.058
H -2.92646 -2.35880 3.38227 -0.049 0.029 -0.004 0.056
C -2.64481 -1.71375 -4.66657 0.035 -0.258 0.047 -0.006
C -2.60542 -1.87549 -3.17266 0.026 0.045 -0.117 -0.313
C -1.27838 -2.25869 -2.55590 0.029 0.019 0.062 -0.083
O -1.69001 -2.97802 -1.38117 0.101 0.021 0.008 0.049
C -2.91012 -3.50907 -1.62652 0.008 0.051 -0.029 -0.573
O -3.45213 -4.30866 -0.93407 -0.021 -0.060 0.041 0.156
O -3.41984 -3.00371 -2.77020 -0.059 0.051 0.039 0.073
H -2.18365 -2.57167 -5.15946 0.032 0.014 0.013 0.100
H -3.67513 -1.65982 -5.00079 0.068 0.223 -0.023 0.055
H -2.12489 -0.80860 -4.97910 -0.002 0.021 0.053 0.100
H -3.01300 -0.99072 -2.67465 -0.022 -0.017 0.021 0.158
H -0.65588 -1.41222 -2.27628 -0.026 -0.025 0.126 0.135
H -0.71150 -2.93999 -3.19440 -0.007 0.032 -0.056 0.139
C -7.13659 -5.93452 -5.09820 -0.048 0.037 -0.190 -0.020
C -6.28134 -4.71625 -4.87526 -0.047 -0.110 0.025 -0.319
C -6.98182 -3.50765 -4.29345 -0.005 0.030 0.061 -0.082
O -6.19760 -2.42747 -4.81808 -0.129 0.017 0.010 0.057
C -5.62928 -2.84788 -5.97037 0.114 -0.020 0.073 -0.581
O -5.02169 -2.13832 -6.70755 -0.171 -0.065 -0.194 0.149
O -5.81033 -4.17461 -6.13189 0.020 -0.001 0.032 0.090
H -8.05359 -5.67606 -5.62938 0.002 0.022 0.015 0.089
H -6.60002 -6.67151 -5.69394 0.041 -0.017 0.061 0.089
H -7.39737 -6.38574 -4.14119 0.002 0.007 0.016 0.092
H -5.39837 -4.96272 -4.27978 0.010 0.017 0.001 0.157
H -6.98206 -3.47344 -3.20765 0.113 0.070 -0.005 0.142
H -8.00200 -3.40704 -4.67188 -0.020 -0.051 0.017 0.138
```
Positions in Å, forces in eV/Å.